(1)
# C42H36N4NiO4P2S

A structure of composition C42H36N4NiO4P2S (ωB97M-V with the def2-TZVPD basis set, OMol25).

XYZ file:
```
90
C42H36N4NiO4P2S ωB97M-V with the def2-TZVPD basis set
Ni 1.10 0.09 -1.08
O 4.12 2.18 -0.46
S 3.37 1.46 -1.48
O 4.00 1.51 -2.81
O 3.24 -0.01 -1.08
O 1.94 1.93 -1.55
C 1.18 0.06 2.97
P 0.96 0.77 1.25
C -0.83 1.10 1.25
C -1.57 0.24 0.26
C -3.05 0.44 0.28
C -3.64 1.38 1.06
C -2.88 2.19 1.94
C -1.49 2.01 2.02
C 1.65 2.44 1.58
C 2.75 2.63 2.42
C 3.30 3.89 2.59
C 2.78 4.98 1.91
C 1.71 4.79 1.04
C 1.16 3.53 0.87
P 0.33 -1.55 3.20
C -1.36 -1.04 3.71
C -2.45 -1.61 3.06
C -3.75 -1.32 3.46
C -3.97 -0.46 4.52
C -2.89 0.12 5.18
C -1.60 -0.17 4.78
C 0.94 -2.02 4.89
C 2.12 -1.55 5.45
C 2.55 -2.01 6.70
C 1.81 -2.95 7.39
C 0.63 -3.44 6.83
C 0.21 -2.98 5.60
H 0.93 0.78 3.75
H 2.24 -0.17 3.02
H -1.37 -0.81 0.53
H -3.64 -0.20 -0.36
H -4.72 1.50 1.03
H -3.37 2.93 2.56
H -0.91 2.63 2.71
H 3.21 1.79 2.92
H 4.16 4.02 3.24
H 3.21 5.96 2.04
H 1.32 5.62 0.47
H 0.36 3.38 0.16
H -2.27 -2.28 2.23
H -4.58 -1.76 2.93
H -4.98 -0.23 4.83
H -3.06 0.80 6.00
H -0.76 0.28 5.30
H 2.71 -0.81 4.93
H 3.47 -1.62 7.12
H 2.14 -3.30 8.36
H 0.04 -4.18 7.36
H -0.71 -3.37 5.17
N 3.67 -3.26 -4.77
C 3.21 -2.66 -3.61
N 3.83 -1.57 -3.19
N 2.17 -3.23 -3.04
C 1.51 -2.57 -2.12
N 0.87 -2.06 -1.30
H 4.64 -3.13 -4.98
H 3.31 -4.19 -4.90
H 4.47 -1.08 -3.78
H 3.58 -1.10 -2.30
C -1.01 0.38 -1.12
C -0.97 0.27 -2.35
C -1.19 0.08 -3.74
C -0.21 0.40 -4.76
C -0.53 0.48 -6.14
C 0.40 0.83 -7.09
C 1.71 1.14 -6.75
C 2.05 1.10 -5.39
C 1.12 0.74 -4.44
C -2.49 -0.49 -4.05
C -3.62 -0.20 -3.26
C -4.86 -0.76 -3.50
C -5.05 -1.66 -4.55
C -3.95 -1.97 -5.34
C -2.71 -1.41 -5.11
H -1.55 0.29 -6.45
H 0.09 0.88 -8.14
H 2.44 1.43 -7.50
H 3.04 1.38 -5.06
H 1.42 0.76 -3.40
H -3.51 0.52 -2.45
H -5.70 -0.49 -2.87
H -6.03 -2.09 -4.74
H -4.06 -2.68 -6.15
H -1.87 -1.72 -5.71
```

The total charge is -2. The value obtained for the frontier orbital gap (spin up / spin down) is 3.9 / 3.9 eV. The calculation puts the largest force on an atom at 0.63 eV/A. As for the multiplicity: 3. As for the total energy: -4731.2756 a.u.

(2)
# C42H36N4P2PtS

A structure of composition C42H36N4P2PtS (ωB97M-V with the def2-TZVPD basis set, OMol25).

XYZ file:
```
86
C42H36N4P2PtS ωB97M-V with the def2-TZVPD basis set
Pt 1.28 -0.63 -0.12
C -2.10 -0.05 -0.28
N -2.10 1.12 -1.12
C -0.84 1.60 -1.63
P 0.36 0.26 -1.98
C -0.47 -0.92 -3.05
C -0.09 -2.26 -3.01
C -0.70 -3.18 -3.85
C -1.70 -2.76 -4.73
C -2.09 -1.42 -4.76
C -1.48 -0.50 -3.92
C 1.62 1.12 -2.95
C 2.54 1.93 -2.28
C 3.52 2.60 -2.99
C 3.59 2.46 -4.38
C 2.68 1.65 -5.04
C 1.69 0.98 -4.34
C -3.15 2.06 -0.99
C -2.90 3.43 -1.06
C -3.95 4.33 -0.93
C -5.25 3.89 -0.72
C -5.49 2.53 -0.65
C -4.46 1.62 -0.80
P -0.69 -0.15 0.90
C -1.19 -1.49 1.99
C -0.85 -2.80 1.65
C -1.26 -3.86 2.44
C -2.02 -3.61 3.58
C -2.37 -2.31 3.92
C -1.96 -1.25 3.13
C -0.69 1.43 1.75
C 0.52 2.06 2.07
C 0.52 3.29 2.71
C -0.68 3.90 3.03
C -1.89 3.30 2.71
C -1.90 2.06 2.07
H -2.09 -0.99 -0.85
H -3.00 -0.07 0.33
H -0.30 2.28 -0.95
H -0.99 2.15 -2.56
H 0.67 -2.59 -2.31
H -0.41 -4.22 -3.82
H -2.18 -3.47 -5.38
H -2.87 -1.10 -5.43
H -1.79 0.53 -3.95
H 2.49 2.03 -1.20
H 4.22 3.23 -2.48
H 4.36 2.97 -4.93
H 2.74 1.55 -6.12
H 0.98 0.36 -4.86
H -1.90 3.81 -1.20
H -3.74 5.40 -0.99
H -6.06 4.60 -0.61
H -6.50 2.16 -0.51
H -4.68 0.56 -0.80
H -0.25 -2.99 0.76
H -1.00 -4.87 2.17
H -2.34 -4.44 4.20
H -2.96 -2.12 4.81
H -2.23 -0.24 3.40
H 1.45 1.58 1.81
H 1.46 3.77 2.95
H -0.68 4.87 3.52
H -2.82 3.78 2.95
H -2.85 1.62 1.81
N 4.03 -2.68 2.24
C 3.31 -2.32 3.38
C 3.52 -2.62 4.72
C 2.64 -2.05 5.61
C 1.61 -1.20 5.19
C 1.40 -0.92 3.85
C 2.27 -1.51 2.93
N 2.35 -1.41 1.54
C 3.42 -2.11 1.19
C 3.86 -2.12 -0.20
C 4.92 -2.70 -0.79
S 4.95 -2.29 -2.45
C 3.54 -1.38 -2.26
N 3.07 -1.36 -1.04
H 4.86 -3.24 2.22
H 4.34 -3.25 5.05
H 2.76 -2.24 6.67
H 0.96 -0.76 5.93
H 0.62 -0.25 3.55
H 5.68 -3.33 -0.36
H 3.09 -0.84 -3.08
```

The total charge is +2. The value obtained for the frontier orbital gap is 7.1 eV. The calculation puts the largest force on an atom at 0.09 eV/A. As for the total energy: -3040.9875 a.u.

(3)
# C42H37BrClIN6O2Ti

A structure of composition C42H37BrClIN6O2Ti (ωB97M-V with the def2-TZVPD basis set, OMol25).

XYZ file:
```
91
C42H37BrClIN6O2Ti ωB97M-V with the def2-TZVPD basis set
Ti -0.29 -0.68 0.08
Cl -4.41 -4.95 3.69
C -3.32 -3.71 3.19
C -2.71 -2.92 4.12
C -1.81 -1.90 3.75
I -0.90 -0.76 5.22
C -1.53 -1.64 2.42
O -0.69 -0.71 2.02
C -2.16 -2.48 1.45
N -1.83 -2.25 0.15
C -2.35 -3.00 -0.80
C -3.26 -4.03 -0.53
C -3.61 -4.28 0.77
C -3.05 -3.51 1.81
H -2.91 -3.08 5.17
H -2.04 -2.79 -1.81
H -3.65 -4.62 -1.35
H -4.30 -5.08 1.02
C 3.22 5.27 2.20
C 2.52 5.14 0.84
C 3.55 5.27 -0.29
C 1.49 6.26 0.70
C 1.88 3.76 0.75
C 2.66 2.61 0.88
C 2.08 1.37 0.78
N 0.78 1.20 0.56
C 0.00 2.28 0.45
C 0.53 3.57 0.50
C -1.43 2.06 0.11
C -2.38 3.05 0.31
C -3.68 2.88 -0.15
C -3.96 1.68 -0.80
C -2.99 0.71 -0.90
N -1.74 0.88 -0.44
C -4.72 3.98 0.00
C -6.14 3.43 -0.03
C -4.51 4.74 1.32
C -4.53 4.95 -1.17
H 3.67 6.26 2.28
H 4.01 4.53 2.33
H 2.51 5.16 3.02
H 3.99 6.27 -0.26
H 3.09 5.13 -1.27
H 4.36 4.55 -0.18
H 1.99 7.22 0.81
H 0.72 6.20 1.48
H 1.00 6.24 -0.27
H 3.73 2.68 1.06
H 2.68 0.46 0.87
H -0.12 4.41 0.35
H -2.10 3.96 0.82
H -4.95 1.47 -1.19
H -3.21 -0.25 -1.34
H -6.30 2.67 0.74
H -6.39 2.99 -0.99
H -6.85 4.24 0.15
H -4.41 4.06 2.17
H -5.36 5.39 1.51
H -3.62 5.38 1.29
H -4.68 4.45 -2.13
H -3.53 5.38 -1.17
H -5.25 5.77 -1.10
Br 0.66 -8.12 -2.93
C 2.18 -7.01 -2.75
C 2.23 -5.81 -3.45
C 3.32 -4.97 -3.30
C 4.36 -5.35 -2.45
C 4.33 -6.58 -1.81
C 3.23 -7.41 -1.94
N 5.53 -4.55 -2.23
N 5.47 -3.34 -1.97
C 4.23 -2.64 -1.84
C 3.98 -1.60 -2.68
C 2.77 -0.88 -2.64
C 1.80 -1.21 -1.73
O 0.60 -0.64 -1.65
C 2.12 -2.19 -0.74
N 1.22 -2.32 0.27
C 1.44 -3.20 1.22
C 2.59 -4.01 1.23
C 3.53 -3.86 0.25
C 3.31 -2.93 -0.79
H 1.42 -5.54 -4.11
H 3.36 -4.04 -3.84
H 5.18 -6.89 -1.22
H 3.19 -8.36 -1.43
H 4.73 -1.34 -3.42
H 2.57 -0.10 -3.36
H 0.72 -3.25 2.02
H 2.73 -4.71 2.05
H 4.45 -4.43 0.28
```

The total charge is +1. The value obtained for the frontier orbital gap (spin up / spin down) is 7.1 / 7.0 eV. The calculation puts the largest force on an atom at 0.69 eV/A. As for the multiplicity: 2. As for the total energy: -6283.0721 a.u.